P.
This record from the Open Molecules 2025 dataset describes 2 unconnected molecules or ions with the total composition C4H11S2. The level of theory is the ωB97M-V functional and the def2-TZVPD basis.

```
17
Properties=species:S:1:pos:R:3
C -0.51258 -1.06869 -2.89071
S -0.55701 -2.55671 -1.83503
C -0.67316 -1.67330 -0.24535
H -0.98945 -1.41170 -3.82579
H -1.10043 -0.22952 -2.38550
H 0.53271 -0.83231 -3.06157
H -0.10261 -2.22728 0.51104
H -1.75420 -1.61690 -0.08969
H -0.15621 -0.72449 -0.22394
C 0.30143 1.75520 2.45477
C 0.95558 1.18977 1.19506
S 0.50848 2.09804 -0.32830
H 0.72511 2.76153 2.51607
H -0.81634 1.84897 2.48007
H 0.60744 1.11915 3.30674
H 2.01445 1.44767 1.36060
H 1.01677 0.12056 1.06154
```

Its frontier orbital gap is 5.61 eV. For the LUMO energy, the calculation gives 3.19 eV. As for the net charge: -1.

Mulliken atomic charge list, values in e, 4 entries: atom 1 (C): -0.70, atom 2 (S): -0.17, atom 3 (C): -0.37, atom 4 (H): 0.29


Q.
This record from the Open Molecules 2025 dataset describes 2 unconnected molecules or ions with the total composition C4H11S2. The level of theory is the ωB97M-V functional and the def2-TZVPD basis.

```
17
Properties=species:S:1:pos:R:3
C 2.30486 0.18292 -1.64269
S 2.18782 -1.59612 -2.03018
C 0.63885 -1.77889 -1.03138
H 1.51661 0.75613 -2.24968
H 2.30091 0.29589 -0.59533
H 3.35325 0.49519 -1.72923
H 0.70776 -1.20414 -0.12903
H 0.55528 -2.78378 -0.64570
H -0.27997 -1.58869 -1.63035
C -2.08325 1.21541 2.06715
C -1.40016 0.51928 0.88522
S 0.23383 1.19916 0.32918
H -1.42798 1.35919 2.94081
H -2.50045 2.26586 1.88816
H -3.01331 0.70602 2.41965
H -1.05175 -0.47048 1.19484
H -2.04231 0.42706 -0.04144
```

Its frontier orbital gap is 5.79 eV. For the LUMO energy, the calculation gives 3.38 eV. As for the net charge: -1.

Mulliken atomic charge list, values in e, 4 entries: atom 1 (C): -0.79, atom 2 (S): -0.19, atom 3 (C): -0.66, atom 4 (H): 0.28


Stability, descending: P, Q